{"formula": "C4H5N2O3S2", "method": "ωB97M-V/def2-TZVPD", "lumo_ha": 0.118, "max_force_ev_per_a": 4.81, "homo_lumo_gap_ev": 6.8, "total_energy_ev": -35022.50680, "charge": -1, "relative_energy_kj_mol": 25.0, "species": ["C", "H", "C", "H", "S", "O", "O", "N", "C", "S", "H", "C", "H", "O", "N", "H"], "positions_angstrom": [[1.2116, 0.3977, 2.7584], [1.9291, 1.2084, 2.7185], [0.6220, -0.8966, -1.1385], [0.2885, 0.8387, 3.1132], [-1.2338, -0.5908, -2.9596], [-1.3961, 0.4950, 1.2997], [-1.4864, -1.1779, -4.2570], [-0.3929, -0.3685, -0.5618], [0.9271, -0.0306, 1.3317], [1.9712, -0.8455, 0.2246], [1.6093, -0.3856, 3.4891], [-0.2609, 0.0149, 0.7275], [-2.1502, 0.4122, 0.7264], [0.9954, -1.3234, -2.2092], [-1.2281, 0.9519, -3.0952], [-1.4058, 1.2999, -2.1680]]}

---

{"formula": "C4H5NO3", "method": "ωB97M-V/def2-TZVPD", "lumo_ha": -0.063, "max_force_ev_per_a": 13.54, "homo_lumo_gap_ev": 7.6, "total_energy_ev": -11852.71282, "relative_energy_kj_mol": 896.2, "species": ["H", "O", "C", "H", "O", "C", "H", "O", "C", "N", "H", "C", "H"], "positions_angstrom": [[-0.4382, 2.3871, 0.4432], [-2.7878, -0.5073, 0.6150], [-0.5971, 0.1527, -0.1880], [2.0375, 1.6434, 1.1590], [0.4847, -0.8824, -0.2134], [1.6540, -0.2135, -0.0981], [-2.2386, 0.8619, -0.8277], [2.5631, -0.9319, 0.2748], [-0.0020, 1.3927, 0.0634], [1.5130, 1.0218, -0.1680], [-4.2125, 0.2056, 0.2808], [-1.9829, -0.1160, -0.4664], [-2.2512, -0.9734, -1.1563]]}

---

{"formula": "C9H11N2O2", "method": "ωB97M-V/def2-TZVPD", "lumo_ha": -0.142, "max_force_ev_per_a": 3.71, "homo_lumo_gap_ev": 9.2, "total_energy_ev": -16578.82110, "charge": 1, "relative_energy_kj_mol": 76.2, "smiles": "C/[NH+]=C(/N)OC(=O)c1ccccc1", "species": ["H", "C", "C", "H", "H", "N", "O", "H", "N", "O", "C", "C", "H", "C", "H", "C", "C", "H", "C", "H", "H", "C", "H", "H"], "positions_angstrom": [[0.7153, -0.4341, -1.2784], [-1.5177, 0.1788, -0.0700], [1.2191, 0.5651, -1.3902], [1.0106, 2.9026, 2.4881], [-2.3252, -0.2863, -2.0872], [1.3036, 2.1320, 1.8415], [-0.1059, 2.3310, 0.0926], [-2.0936, -1.9133, 2.5821], [1.6719, 1.0341, -0.1463], [-1.7592, 2.0852, -1.3955], [-3.1025, -1.6169, -0.6592], [0.9687, 1.8726, 0.5859], [-3.5945, -2.2205, -1.5107], [-1.2237, 1.5169, -0.5325], [2.5571, 0.7590, 0.2414], [-2.4033, -0.4834, -0.9544], [-1.3471, -0.4721, 1.1317], [1.9775, 0.4521, -2.0607], [-2.2758, -1.4585, 1.5783], [-3.8777, -2.6859, 1.0687], [0.4168, 1.1615, -1.6990], [-3.2036, -1.9432, 0.7225], [-0.5991, -0.1232, 1.8350], [2.3196, 1.8803, 1.9621]]}

---

{"formula": "C25H24Cl3FGeN3O6Tc", "method": "ωB97M-V/def2-TZVPD", "multiplicity": 3, "lumo_ha": [-0.331, -0.365], "max_force_ev_per_a": 1.29, "homo_lumo_gap_ev": [6.3, 5.3], "total_energy_ev": -142047.93883, "charge": 2, "relative_energy_kj_mol": 62.7, "species": ["C", "Cl", "O", "H", "C", "H", "F", "C", "O", "C", "C", "N", "O", "C", "H", "C", "H", "C", "C", "C", "H", "Tc", "C", "H", "H", "C", "C", "C", "H", "N", "H", "H", "H", "C", "O", "H", "H", "H", "C", "C", "C", "C", "Ge", "H", "C", "H", "H", "Cl", "O", "H", "H", "O", "H", "C", "H", "C", "H", "Cl", "C", "C", "C", "N", "H", "H"], "positions_angstrom": [[4.3917, 1.4896, -1.9571], [-2.6082, -0.8544, -1.6325], [-1.7903, 2.9778, -7.7928], [3.1332, -2.9084, 0.4512], [-0.1364, 1.0355, -3.6126], [5.4914, 3.1438, 0.1561], [0.3934, -0.0716, 2.3536], [3.5766, 1.3870, -0.8397], [-2.3025, 4.4809, -6.3288], [1.9658, -0.6033, 4.0955], [2.2186, -2.2230, -1.4045], [2.1433, -0.0148, 0.5390], [0.8837, -1.3343, -4.2865], [-1.2348, 2.5863, -5.6033], [5.1690, 0.5261, -3.7018], [3.8140, -0.7492, -2.6490], [0.7626, -2.0685, 0.2367], [1.6871, -0.3545, 2.7968], [3.0279, -3.2351, -0.5866], [-0.1218, 0.6235, -4.9292], [3.8972, -1.5515, -3.3695], [0.3416, 0.6339, 0.2228], [3.9780, -0.6252, 2.0613], [5.0296, 2.0431, 1.4526], [0.3267, 0.3967, -2.8745], [3.4034, 2.5717, 0.0879], [2.6289, -0.3353, 1.7463], [4.2988, -0.8820, 3.3733], [2.5286, -4.2027, -0.5790], [0.4893, -0.6830, -5.2388], [3.7215, 4.2140, -1.2962], [2.1247, -2.6081, -2.4218], [4.9256, 2.4111, -2.1447], [-0.8074, 2.7652, -1.9233], [-1.2093, 3.8083, -1.5548], [1.2030, -0.6023, 4.8602], [2.6326, 2.3333, 0.8400], [-1.7485, 3.9953, -4.0813], [-0.7286, 2.2491, -3.2997], [4.6911, 2.8870, 0.8505], [2.9740, -0.9167, -1.5557], [3.3191, -0.8723, 4.3773], [-2.0464, -0.4235, 0.3516], [2.0941, 3.5550, -1.3619], [2.9166, 3.7989, -0.6895], [-0.6479, 1.0413, -6.9824], [2.5850, 4.5771, -0.0047], [-1.8927, -2.1798, 1.5130], [0.4885, -1.0411, -6.3848], [3.6029, -1.0819, 5.3990], [4.0243, -3.3717, -1.0036], [-0.3316, 1.8590, -0.9186], [4.5394, 3.7384, 1.5121], [-1.2865, 3.0428, -4.3034], [0.2601, -1.2544, -1.3008], [4.5233, 0.4273, -2.8400], [5.3234, -1.0973, 3.6405], [-3.2377, 1.0525, 1.2517], [0.7946, -2.1114, -0.8566], [-0.6637, 1.3764, -5.9544], [2.9180, 0.1552, -0.6492], [-1.8212, 3.4297, -6.6753], [0.2089, -2.9858, -1.1424], [4.7185, -0.6422, 1.2737]]}

---

{"formula": "C30H36F9N3O33", "method": "ωB97M-V/def2-TZVPD", "lumo_ha": -0.019, "max_force_ev_per_a": 3.28, "homo_lumo_gap_ev": 10.3, "total_energy_ev": -128181.26347, "relative_energy_kj_mol": 70.5, "smiles": "O=C1OC[C@@H](F)O1.O=C1OC[C@@H](F)O1.O=C1OC[C@@H](F)O1.O=C1OC[C@@H](F)O1.O=C1OC[C@@H](F)O1.O=C1OC[C@@H](F)O1.O=C1OC[C@@H](F)O1.O=C1OC[C@@H](F)O1.O=C1OC[C@@H](F)O1.C[N+](=O)[O-].C[N+](=O)[O-].C[N+](=O)[O-]", "species": ["O", "H", "O", "C", "O", "H", "O", "H", "N", "F", "C", "H", "C", "H", "H", "O", "C", "H", "O", "C", "C", "H", "O", "C", "C", "O", "H", "F", "O", "C", "C", "C", "C", "O", "C", "H", "C", "C", "O", "O", "C", "C", "C", "O", "O", "C", "C", "F", "H", "C", "C", "H", "C", "C", "H", "C", "H", "H", "F", "O", "H", "H", "H", "C", "H", "O", "O", "H", "H", "O", "O", "O", "O", "H", "H", "H", "O", "C", "H", "O", "H", "F", "H", "C", "F", "H", "C", "O", "O", "F", "H", "O", "N", "O", "H", "O", "H", "H", "O", "O", "C", "H", "O", "F", "H", "H", "N", "O", "F", "O", "H"], "positions_angstrom": [[2.2234, -2.3982, 4.5633], [3.4410, 2.8472, -4.0781], [-1.5715, 5.8978, 4.8864], [3.4618, 1.8419, -3.6619], [-4.9722, 3.1160, -0.7122], [5.7549, -3.8448, 1.4052], [-0.8417, -5.5078, -1.7529], [3.0219, -3.3776, -4.9806], [0.1872, -5.0585, -2.2143], [6.6182, -2.6371, -1.4286], [-5.9999, 2.5231, 0.0436], [2.0889, -1.8102, -5.4267], [-4.1080, 2.1918, -1.1518], [5.4033, 1.6665, 0.7313], [-1.2415, 2.5003, 2.3422], [-2.0780, -1.2602, -3.4024], [-4.6769, -2.1231, 3.2328], [-3.2309, -2.6542, 0.1156], [0.4288, -5.0212, -3.4052], [-1.4982, 5.2036, 3.9207], [-5.9898, 1.1270, -0.5150], [5.1707, 3.0395, 2.6262], [1.7059, -1.3934, 2.5782], [4.3167, 4.6749, 0.4134], [6.1980, -2.5411, -0.1529], [3.7573, 4.3356, 1.5968], [-4.5490, -0.0452, 2.6591], [-0.5560, -2.7476, 5.3801], [-4.0269, -1.3425, -2.2758], [-1.8546, 4.6032, 1.7265], [-3.4458, -3.0541, -0.8789], [-5.0695, -0.9443, 2.3325], [-0.9935, 3.5527, 2.4718], [-2.5831, 0.8520, 1.2476], [-0.4275, 4.5734, -2.1524], [0.4379, -1.5818, 0.7522], [1.2772, -4.6280, -1.3214], [-1.6095, 0.4461, 0.6677], [4.2374, 5.7438, -0.0836], [2.1808, 5.3124, -4.2395], [0.5782, 0.3762, -0.0922], [-2.7532, -1.7494, -2.5608], [4.6568, 2.4540, 0.6381], [5.3773, 1.2590, -4.9025], [1.6770, -1.3658, -2.9605], [-0.0660, -1.0388, -0.0449], [-4.6521, -2.4023, -1.5788], [-0.6912, 5.7171, -1.4214], [4.1265, 1.9221, -2.8011], [1.4889, 4.9326, -3.3499], [2.2078, -2.6949, -4.7917], [0.8188, 2.8062, -1.5973], [0.7202, 3.8836, -1.4837], [0.2484, -3.6187, 4.6865], [-6.3354, 0.4471, 0.2627], [5.4937, -3.7891, 0.3424], [3.6010, 2.3745, 2.4681], [1.7482, -3.5621, 6.2928], [3.6176, 1.9301, -0.0572], [4.1151, -3.5751, 0.0497], [2.1650, -4.3806, 4.8160], [2.5441, 1.3583, -3.3509], [-5.1900, -3.1080, -2.2137], [4.2750, 3.0995, 2.0070], [7.0168, -2.2221, 0.4836], [-1.8225, 5.6572, 2.7043], [-6.4529, -0.8358, 2.5371], [-2.8883, 4.3610, 1.4905], [-4.8605, -1.0351, 1.2683], [-1.1317, 3.9306, 3.8128], [1.8522, 4.4028, -2.2069], [5.1124, -1.6193, 0.0000], [-1.3991, -0.8461, 0.4197], [-0.1866, -4.6131, 4.7184], [-3.8064, -2.6495, 2.8451], [-7.0060, 2.9322, -0.0378], [-4.6404, 0.9787, -0.8723], [1.5127, -2.1936, 3.4255], [-0.0544, -1.6257, -0.9590], [-2.4044, -2.7685, -1.7740], [1.2231, -3.1070, -4.5915], [0.3574, 3.6723, 2.2230], [-6.6440, 1.0308, -1.3844], [-6.9144, -1.8780, 3.2255], [-4.1874, -1.5528, 4.3953], [1.4446, 0.5953, 0.5273], [1.6415, -3.4979, 5.2140], [2.8794, -1.7620, -0.2827], [-7.9998, -2.0082, 3.6780], [0.9290, 0.7095, -1.3597], [2.1983, -5.1884, -1.4345], [5.0337, 3.6327, -0.0375], [4.2293, 0.9953, -4.6425], [0.1097, 5.0272, -3.3852], [-1.3225, 3.9650, -2.2820], [3.6944, -2.0570, -3.1602], [0.9899, -4.6484, -0.2709], [5.7633, -4.7749, -0.0308], [-0.5882, 1.1559, 0.1855], [3.6157, 0.1040, -5.2336], [3.9584, -2.2600, -0.1461], [0.8410, 4.1450, -0.4346], [-2.9902, 2.3622, -1.5227], [-5.6350, 2.5337, 1.3576], [-3.5020, -4.1394, -0.7769], [-1.3424, 5.0621, 0.8817], [2.5429, -1.9696, -3.5579], [0.4398, -3.0262, 3.3999], [-5.5078, -1.9821, -0.5966], [-5.8926, -2.7873, 3.4539], [1.4350, -3.5587, -1.4825]]}

---

{"formula": "C17H34N2O", "method": "ωB97M-V/def2-TZVPD", "lumo_ha": 0.030, "max_force_ev_per_a": 0.53, "homo_lumo_gap_ev": 9.0, "total_energy_ev": -23208.54387, "relative_energy_kj_mol": 2.3, "smiles": "CC(=O)N(CCCN(C)C)CC[C@H](C)CCC=C(C)C", "species": ["H", "H", "C", "H", "H", "C", "H", "N", "H", "H", "H", "C", "H", "C", "H", "H", "H", "O", "H", "H", "C", "C", "C", "C", "H", "C", "H", "C", "H", "H", "C", "H", "N", "H", "C", "H", "H", "C", "H", "H", "H", "H", "C", "C", "H", "H", "H", "C", "H", "H", "H", "H", "C", "H"], "positions_angstrom": [[2.3490, 0.8546, 2.2675], [5.2992, -0.9613, 2.4044], [0.9796, -0.4324, -0.0477], [-1.0994, -1.7292, 1.0243], [-0.5463, -0.2355, -1.5685], [-6.9544, 0.9280, 0.0944], [6.2919, -0.2137, 0.1997], [1.7572, 0.7025, -0.4857], [-5.1372, 2.9016, -0.4301], [2.8965, -1.2841, -2.0669], [-1.2748, -2.5836, -1.9017], [-1.0240, -2.7567, -0.8571], [1.0247, -0.4741, 1.0427], [-2.8345, -1.1936, -0.1234], [1.3512, -0.7593, -2.7582], [0.8151, 2.0680, 0.7740], [2.8768, -0.2212, -3.4793], [3.0507, 1.7593, -1.9944], [-0.8959, 0.5977, -0.0614], [2.8230, 2.5474, 2.1609], [1.8220, 1.8378, 0.4105], [5.2936, -0.4147, -0.2205], [4.3494, -1.0901, 1.8589], [-4.7855, 1.9096, -0.7127], [4.2946, -2.1176, 1.5001], [2.7612, 1.6129, 1.6005], [4.8853, 1.4050, 1.9678], [2.4276, 0.7661, -1.6587], [2.1863, 2.6814, -0.1801], [-7.3115, 0.8160, -0.9291], [-1.3372, -1.5140, -0.0240], [1.4270, -1.3498, -0.4264], [4.2278, -0.1880, 0.7340], [4.4436, 1.8283, 0.3009], [-5.4550, 0.8665, 0.1314], [-3.4002, -2.1246, -0.0424], [3.5306, -0.9278, 2.5570], [-3.3362, -0.2380, 0.9663], [5.1419, 0.2271, -1.0859], [-3.0500, -0.7644, -1.1041], [-5.0444, 1.7560, -1.7604], [5.2640, -1.4548, -0.5458], [-4.8197, -0.0466, 0.8559], [2.3732, -0.4599, -2.5462], [-3.1029, -0.6642, 1.9448], [0.0284, -3.0201, -0.7936], [-7.3977, 0.1459, 0.7050], [4.1670, 1.2056, 1.1531], [-2.8215, 0.7204, 0.8920], [-1.6044, -3.6062, -0.5045], [-5.4104, -0.7672, 1.4070], [-7.3017, 1.8941, 0.4603], [-0.4883, -0.3228, -0.4818], [-3.7048, 1.8839, -0.6224]]}